No. 1
{
  "formula": "C37H46F15N2O17P",
  "method": "ωB97M-V/def2-TZVPD",
  "species": ["C", "C", "C", "C", "C", "C", "C", "O", "O", "C", "C", "O", "C", "O", "C", "C", "C", "C", "C", "N", "C", "P", "N", "O", "O", "C", "O", "H", "H", "H", "H", "H", "H", "H", "H", "H", "H", "H", "H", "H", "H", "H", "H", "H", "H", "H", "H", "H", "C", "C", "O", "C", "O", "C", "F", "F", "F", "H", "H", "H", "H", "H", "C", "C", "O", "C", "O", "C", "F", "F", "F", "H", "H", "H", "H", "H", "C", "C", "O", "C", "O", "C", "F", "F", "F", "H", "H", "H", "H", "H", "C", "C", "O", "C", "O", "C", "F", "F", "F", "H", "H", "H", "H", "H", "C", "C", "O", "C", "O", "C", "F", "F", "F", "H", "H", "H", "H", "H"],
  "xyz": [[4.8661, 1.3751, 3.3063], [4.0926, 1.3881, 2.3922], [3.1448, 1.4041, 1.2746], [1.7940, 0.8341, 1.6297], [0.9695, 1.3298, 2.5530], [1.2687, 2.5544, 3.3730], [1.3326, 3.7961, 2.5188], [2.0676, 4.7283, 2.6750], [0.4446, 3.7342, 1.4848], [0.6544, 4.6538, 0.4288], [0.1551, 6.0379, 0.6709], [1.1785, 4.2308, -0.5490], [-0.3231, 0.6303, 2.7780], [-0.8700, 0.6408, 3.8578], [-0.9482, -0.0643, 1.5956], [-2.4444, -0.1373, 1.5598], [-3.1293, 1.2002, 1.2080], [-3.2986, 2.2002, 2.3644], [-3.1891, 3.6587, 1.9316], [-4.3551, 4.0876, 1.1414], [-0.1051, -0.5557, 0.6664], [-0.6053, -1.2808, -0.9141], [0.5610, -1.5031, -1.8910], [-1.7930, -0.3185, -1.4399], [-1.4151, -2.5802, -0.4615], [1.3689, -0.4165, 0.9242], [2.1706, -1.2637, 0.6248], [5.5442, 1.3475, 4.1284], [3.5606, 0.8213, 0.4497], [3.0226, 2.4396, 0.9359], [0.4803, 2.7018, 4.1167], [2.2287, 2.4789, 3.8893], [1.0312, 6.6632, 0.8531], [-0.4861, 6.0863, 1.5475], [-0.3707, 6.3886, -0.2158], [-2.8127, -0.4905, 2.5284], [-2.7424, -0.8818, 0.8248], [-2.5904, 1.6827, 0.3841], [-4.1137, 0.9492, 0.8058], [-4.2879, 2.0479, 2.8116], [-2.5784, 2.0035, 3.1584], [-3.0459, 4.2880, 2.8156], [-2.2978, 3.7573, 1.3001], [-4.6439, 5.0230, 1.3939], [-5.1480, 3.4880, 1.3342], [0.4219, -1.0426, -2.7821], [-1.5819, 0.6109, -1.2910], [-2.2546, -2.6771, -0.9302], [-4.4686, -6.6333, -5.6401], [-3.4077, -5.5624, -5.5310], [-3.9067, -4.4145, -4.7947], [-3.8774, -4.5118, -3.4815], [-3.4705, -5.4116, -2.8103], [-4.4602, -3.2233, -2.8536], [-5.5598, -2.8262, -3.4928], [-3.5561, -2.2325, -2.9078], [-4.7570, -3.4291, -1.5725], [-5.3765, -6.2367, -6.0948], [-4.0983, -7.4490, -6.2602], [-4.7198, -7.0366, -4.6596], [-3.1397, -5.1588, -6.5040], [-2.5068, -5.9269, -5.0399], [1.7231, -4.5352, -0.6310], [2.7947, -5.4151, -0.0363], [2.7369, -6.7616, -0.5771], [3.3256, -6.9500, -1.7412], [3.9254, -6.1573, -2.4038], [3.1812, -8.4338, -2.1580], [1.9379, -8.8826, -1.9669], [4.0136, -9.1894, -1.4276], [3.4916, -8.5893, -3.4398], [0.7377, -4.9809, -0.4861], [1.7440, -3.5579, -0.1544], [1.8769, -4.3843, -1.6983], [2.6534, -5.5546, 1.0331], [3.7916, -5.0113, -0.2072], [4.7645, 4.4099, -1.2546], [5.7514, 3.8419, -0.2581], [6.9883, 3.4516, -0.8969], [7.8542, 4.4235, -1.1229], [7.7369, 5.5835, -0.8636], [9.1356, 3.8390, -1.7642], [8.8458, 2.9728, -2.7370], [9.8504, 3.1979, -0.8303], [9.8827, 4.8114, -2.2720], [4.5718, 3.6968, -2.0567], [3.8215, 4.6267, -0.7527], [5.1406, 5.3327, -1.6947], [5.3813, 2.9265, 0.1975], [5.9688, 4.5563, 0.5349], [4.5299, 8.3544, 7.6520], [5.5586, 7.2973, 7.9807], [5.0688, 5.9747, 7.6553], [5.1784, 5.6140, 6.3885], [5.6370, 6.2437, 5.4840], [4.6511, 4.1708, 6.2122], [3.4956, 3.9873, 6.8560], [5.5467, 3.3021, 6.7041], [4.4673, 3.8992, 4.9277], [3.5906, 8.1450, 8.1638], [4.8920, 9.3297, 7.9760], [4.3414, 8.3964, 6.5801], [5.7622, 7.2534, 9.0478], [6.4945, 7.4652, 7.4499], [-9.2027, -3.4666, -5.5144], [-8.5706, -4.2652, -4.3979], [-9.1916, -5.5649, -4.2666], [-8.7459, -6.4982, -5.0887], [-7.8804, -6.3973, -5.9072], [-9.4835, -7.8310, -4.8163], [-10.7976, -7.6433, -4.6838], [-9.0189, -8.3715, -3.6828], [-9.2737, -8.6850, -5.8090], [-10.2763, -3.3691, -5.3532], [-8.7625, -2.4703, -5.5449], [-9.0391, -3.9453, -6.4791], [-8.7202, -3.7893, -3.4317], [-7.5017, -4.4011, -4.5560]],
  "forces_ev_per_a": [[0.02, -0.07, 0.05], [0.03, -0.03, 0.00], [0.13, -0.10, 0.14], [-0.04, 0.02, 0.00], [0.15, 0.07, -0.05], [-0.01, -0.06, 0.11], [0.03, 0.09, -0.13], [0.02, -0.04, 0.02], [-0.04, 0.00, 0.07], [0.06, -0.18, 0.09], [-0.02, -0.02, 0.08], [-0.05, 0.16, -0.12], [-0.09, 0.00, 0.04], [-0.03, 0.09, -0.01], [0.24, -0.08, -0.27], [-0.22, -0.14, 0.05], [-0.07, 0.02, -0.07], [-0.05, -0.01, -0.03], [-0.12, -0.07, -0.16], [0.02, -0.13, 0.07], [0.01, -0.02, 0.34], [0.41, -0.18, -0.48], [-0.31, 0.42, 0.27], [-0.10, 0.00, 0.28], [-0.27, 0.16, 0.10], [-0.13, 0.07, 0.01], [0.05, 0.03, -0.05], [-0.04, 0.03, -0.10], [-0.02, 0.08, 0.00], [-0.06, -0.07, -0.11], [0.07, -0.06, 0.02], [-0.12, 0.01, 0.00], [-0.05, 0.02, -0.06], [-0.02, -0.03, -0.05], [0.08, 0.04, 0.02], [0.13, 0.10, 0.02], [0.03, 0.02, 0.07], [0.02, 0.00, 0.08], [0.06, 0.05, -0.06], [0.09, -0.01, 0.11], [0.01, 0.04, -0.09], [0.00, -0.01, 0.01], [0.04, 0.08, 0.16], [0.06, 0.04, -0.09], [-0.01, 0.01, 0.02], [0.17, -0.21, -0.12], [-0.07, 0.05, -0.16], [0.03, -0.16, -0.05], [-0.08, 0.11, 0.04], [0.11, -0.19, -0.14], [-0.01, 0.04, 0.03], [-0.09, 0.07, -0.01], [0.06, -0.05, 0.03], [0.11, -0.22, -0.12], [-0.11, 0.13, 0.05], [0.02, 0.04, 0.00], [-0.04, 0.05, 0.07], [0.04, -0.03, -0.02], [0.01, -0.01, -0.01], [0.04, -0.02, 0.01], [-0.04, 0.04, 0.01], [-0.02, 0.03, 0.06], [-0.08, -0.17, -0.11], [0.04, 0.20, 0.15], [0.00, -0.03, -0.01], [-0.03, -0.12, 0.01], [0.02, 0.07, -0.03], [0.02, 0.13, 0.02], [-0.05, -0.04, -0.01], [0.02, -0.05, 0.02], [0.01, -0.03, -0.04], [0.00, 0.03, 0.05], [0.02, 0.05, -0.01], [0.05, 0.04, 0.01], [-0.02, -0.05, -0.02], [0.00, -0.04, -0.07], [0.12, -0.05, -0.09], [-0.28, 0.09, 0.17], [0.03, 0.00, -0.02], [0.06, -0.09, -0.04], [-0.03, 0.06, 0.01], [-0.12, 0.08, 0.06], [0.01, -0.04, -0.05], [0.05, -0.04, 0.02], [0.05, 0.02, -0.02], [-0.03, -0.02, 0.03], [-0.01, -0.01, 0.00], [0.00, 0.01, 0.04], [0.07, -0.04, -0.04], [0.08, 0.01, -0.03], [-0.07, -0.07, -0.05], [0.09, 0.16, 0.08], [0.00, -0.01, 0.00], [-0.03, -0.11, 0.03], [0.02, 0.06, -0.03], [0.03, 0.16, -0.04], [-0.06, -0.04, 0.02], [0.02, -0.07, 0.03], [-0.02, -0.01, -0.02], [0.01, 0.02, 0.03], [0.01, 0.01, 0.01], [0.03, 0.01, 0.00], [-0.03, -0.04, 0.00], [-0.02, -0.03, -0.04], [-0.08, -0.11, -0.03], [0.17, 0.25, 0.06], [-0.01, -0.05, -0.06], [-0.08, -0.07, 0.11], [0.01, 0.02, -0.07], [0.07, 0.12, -0.04], [-0.06, -0.02, 0.00], [0.00, -0.04, 0.05], [0.00, -0.05, -0.03], [0.01, 0.04, 0.02], [0.01, 0.01, 0.01], [0.04, 0.01, 0.00], [-0.06, -0.06, 0.01], [-0.02, -0.04, -0.04]],
  "molar_mass_g_mol": 1106.716,
  "relative_energy_kcal_mol": 0.0,
  "smiles": "C#CCC1=C(CC(=O)OC(C)=O)C(=O)C(CCCCN)=C(P(=N)(O)O)C1=O.CCOC(=O)C(F)(F)F.CCOC(=O)C(F)(F)F.CCOC(=O)C(F)(F)F.CCOC(=O)C(F)(F)F.CCOC(=O)C(F)(F)F",
  "orbital_gap_ev": 8.0,
  "total_energy_ev": -126955.168,
  "max_force_ev_per_a": 0.7
}



No. 2
{
  "formula": "C6H10NO",
  "method": "ωB97M-V/def2-TZVPD",
  "species": ["O", "C", "C", "C", "C", "C", "N", "C", "H", "H", "H", "H", "H", "H", "H", "H", "H", "H"],
  "xyz": [[0.3606, 1.4140, 0.8379], [0.9871, 2.0486, 0.0232], [1.0006, 1.5862, -1.3925], [-0.3936, 0.7783, -1.5791], [-0.9223, 0.0008, -0.3793], [-0.4827, -1.2952, -0.1996], [-0.7327, -1.8941, 1.0229], [0.1134, -2.6699, 1.6605], [1.1971, 3.0928, 0.3013], [2.0554, 1.1524, -1.5310], [0.9173, 2.4568, -2.0186], [-0.3732, 0.0780, -2.3870], [-1.0616, 1.5569, -1.9636], [-1.5170, 0.6494, 0.2911], [-0.0876, -1.8921, -0.9432], [-1.6838, -1.8950, 1.5426], [1.2059, -2.5371, 1.5692], [-0.2234, -3.4086, 2.4758]],
  "forces_ev_per_a": [[0.88, -0.05, 1.14], [-1.99, 0.97, 0.18], [0.30, -1.05, 0.47], [0.76, 0.18, -0.45], [1.44, -0.03, -0.42], [-2.32, 4.17, 0.76], [-0.91, -3.09, 3.56], [-0.36, 0.24, 1.03], [1.03, -0.08, -0.19], [-1.76, -0.09, -0.35], [0.29, 0.31, -0.43], [0.58, -0.45, -0.73], [-0.26, -0.20, 0.63], [0.06, -1.39, -0.09], [1.26, -0.94, -1.21], [1.49, 0.29, -1.78], [-0.71, -0.41, -0.86], [0.22, 1.64, -1.26]],
  "molar_mass_g_mol": 112.152,
  "relative_energy_kcal_mol": 62.6,
  "charge": 1,
  "smiles": "C=[NH+]/C=C/CCC=O",
  "orbital_gap_ev": 7.8,
  "total_energy_ev": -9911.677,
  "max_force_ev_per_a": 4.8
}



No. 3
{
  "formula": "C17H17N5",
  "method": "ωB97M-V/def2-TZVPD",
  "species": ["N", "N", "N", "C", "C", "C", "C", "C", "C", "C", "C", "C", "C", "C", "C", "C", "N", "N", "C", "C", "C", "C", "H", "H", "H", "H", "H", "H", "H", "H", "H", "H", "H", "H", "H", "H", "H", "H", "H"],
  "xyz": [[-2.2499, -1.0555, 2.4290], [-2.7213, -1.2809, 3.5930], [-3.4975, -2.8602, 2.1905], [-2.6835, -2.0407, 1.5565], [-2.8270, -2.9711, -2.1166], [-1.7334, -2.3214, -2.6188], [-0.4760, 2.8355, -1.3317], [-3.1057, -2.9101, -0.7242], [-0.9660, -1.5036, -1.7956], [-0.9151, 1.5876, -0.9230], [0.8264, 3.2392, -1.1340], [-2.3152, -2.1232, 0.1315], [-1.2608, -1.3859, -0.4517], [-0.0855, 0.7571, -0.1671], [1.6881, 2.4238, -0.3928], [1.2464, 1.1763, 0.1067], [-3.4970, -2.3684, 3.4396], [-0.5121, -0.4826, 0.3127], [3.1217, 2.8121, -0.1313], [2.2160, 0.2059, 0.8328], [4.1009, 1.6389, -0.0452], [3.6558, 0.7371, 1.0895], [-3.5120, -3.5117, -2.7751], [-1.5193, -2.3991, -3.6963], [-1.1976, 3.4539, -1.9088], [-3.9448, -3.4063, -0.3205], [-0.1441, -0.9278, -2.2429], [-1.9081, 1.2152, -1.1882], [1.1601, 4.2134, -1.4893], [-3.9983, -2.7573, 4.2271], [-0.8204, -0.4258, 1.2851], [3.4400, 3.4798, -0.9560], [3.1285, 3.3550, 0.8256], [1.7794, -0.0621, 1.7812], [2.2607, -0.7145, 0.1971], [5.0824, 2.0869, 0.1484], [4.1816, 1.0951, -0.9945], [4.3291, -0.1198, 1.2036], [3.6735, 1.3148, 2.0536]],
  "forces_ev_per_a": [[0.84, 0.00, -0.83], [-1.21, -1.25, -0.30], [-0.09, -0.09, 0.92], [0.00, 0.77, 0.74], [-1.23, -0.72, 1.49], [0.46, 0.59, -0.67], [-1.08, 0.21, -1.15], [1.36, 0.87, -1.26], [0.23, -0.30, -1.15], [-0.09, -0.47, 0.41], [0.25, 0.04, 0.71], [-0.53, -0.48, -0.71], [0.27, 1.11, 0.95], [1.37, 1.22, -0.68], [-0.10, -1.04, 0.18], [0.01, 0.02, -0.22], [0.67, 0.64, -0.51], [-0.58, -1.08, 0.90], [-0.05, 0.43, -0.79], [0.00, 0.29, -0.97], [-0.01, 0.60, 0.28], [-0.56, 0.01, 0.37], [0.34, 0.04, 0.28], [0.02, 0.14, 0.62], [0.74, -0.33, 0.46], [-0.78, -0.54, 0.34], [-0.36, -0.26, 0.44], [0.22, 0.29, 0.16], [0.02, -0.23, 0.02], [0.01, -0.11, -0.34], [0.17, -0.10, -0.33], [-0.10, -0.02, 0.60], [0.31, 0.09, -0.27], [-0.21, -0.35, 0.29], [-0.06, 0.57, 0.59], [0.02, -0.31, 0.04], [-0.21, 0.07, 0.10], [-0.10, 0.14, 0.10], [0.02, -0.45, -0.81]],
  "molar_mass_g_mol": 291.358,
  "relative_energy_kcal_mol": 12.3,
  "smiles": "c1ccc(-c2nn[nH]n2)c(Nc2cccc3c2CCCC3)c1",
  "orbital_gap_ev": 8.4,
  "total_energy_ev": -25354.837,
  "max_force_ev_per_a": 2.1
}



No. 4
{
  "formula": "C4H22O9Sr",
  "method": "ωB97M-V/def2-TZVPD",
  "species": ["Sr", "O", "H", "H", "O", "H", "H", "O", "H", "H", "O", "H", "H", "O", "H", "H", "C", "C", "O", "O", "H", "H", "H", "H", "H", "H", "C", "C", "O", "O", "H", "H", "H", "H", "H", "H"],
  "xyz": [[0.3801, 0.0912, -0.2271], [-2.0602, 0.6653, -0.5379], [-2.6441, 1.0021, -1.2265], [-2.6550, 0.2731, 0.1139], [-0.1662, 1.2066, -2.6248], [0.5474, 1.5788, -3.1560], [-0.7805, 1.9406, -2.5053], [2.7236, 0.8164, -1.1394], [3.0783, 1.1958, -1.9521], [3.1211, 1.3425, -0.4337], [1.9873, -1.8769, -1.0353], [2.8613, -1.6302, -1.3581], [1.7857, -2.7240, -1.4474], [1.9041, -0.6120, 1.5931], [1.9712, -0.2362, 2.4780], [2.3049, -1.4880, 1.6481], [0.5746, 2.9211, 1.5809], [-0.7085, 2.3753, 2.1641], [-0.5773, 0.9163, 2.1359], [0.5819, 2.5877, 0.1730], [1.4031, 2.3812, 2.0547], [0.7480, 3.9799, 1.7528], [-1.5487, 2.6698, 1.5336], [-0.8681, 2.7223, 3.1815], [-0.9072, 0.5787, 2.9747], [0.8824, 3.3462, -0.3364], [-1.7897, -2.5985, -1.2320], [-1.2131, -3.1031, 0.0658], [-0.7817, -1.9945, 0.9104], [-0.8805, -1.6882, -1.8376], [-2.7660, -2.1254, -1.0608], [-1.9697, -3.4648, -1.8759], [-0.3686, -3.7736, -0.1087], [-2.0042, -3.6695, 0.5578], [-0.9013, -2.2760, 1.8221], [-1.2644, -1.3298, -2.6449]],
  "forces_ev_per_a": [[-0.25, -0.80, -0.58], [-0.52, 0.15, 0.11], [-0.02, -0.01, -0.02], [0.03, 0.05, 0.07], [0.14, 0.13, 0.22], [-0.07, -0.09, -0.19], [-0.02, 0.03, -0.12], [0.11, 0.29, 0.01], [0.06, -0.08, -0.03], [0.17, -0.07, -0.02], [0.00, -0.04, 0.04], [0.04, 0.02, 0.05], [-0.06, 0.01, -0.04], [0.33, 0.00, 0.47], [0.00, -0.04, 0.04], [0.07, 0.00, -0.15], [0.18, -0.46, 0.25], [0.24, -0.22, -0.20], [-0.20, 0.74, 0.07], [0.14, 0.39, 0.18], [0.02, 0.16, -0.01], [-0.34, 0.11, -0.11], [-0.06, -0.04, 0.11], [0.05, 0.01, 0.06], [-0.03, -0.13, -0.09], [0.00, -0.01, -0.01], [-0.40, -0.10, 0.03], [0.01, 0.10, 0.10], [-0.45, -0.40, -0.52], [0.30, 0.05, 0.10], [0.20, 0.07, 0.05], [0.06, 0.03, 0.01], [0.04, 0.11, 0.01], [0.09, -0.04, 0.12], [0.12, 0.09, 0.05], [0.03, -0.05, -0.04]],
  "molar_mass_g_mol": 301.831,
  "relative_energy_kcal_mol": 0.0,
  "charge": 2,
  "orbital_gap_ev": 11.2,
  "total_energy_ev": -23758.457,
  "max_force_ev_per_a": 1.0
}